Record 1
A structure of composition C32H25BiCl5GeN6O3S, computed with ωB97M-V with the def2-TZVPD basis set.

Geometry (Å):
Bi  -0.0613  -0.0440  0.5327
C  1.5714  1.5892  3.8652
C  0.4242  0.7394  4.3137
C  0.4405  0.0540  5.5257
C  -0.6270  -0.7603  5.8517
C  -1.7071  -0.8405  4.9872
C  -1.6682  -0.0944  3.8178
N  -0.6136  0.6526  3.4801
C  -2.8235  -0.0359  2.8724
C  -4.1180  -0.3763  3.2523
C  -5.1413  -0.1945  2.3396
C  -4.8593  0.3435  1.0952
C  -3.5391  0.6498  0.7894
N  -2.5566  0.4373  1.6601
C  -3.1511  1.3087  -0.4925
C  -3.9676  1.2788  -1.6124
C  -3.5628  1.9716  -2.7425
C  -2.3814  2.6856  -2.7091
C  -1.6105  2.6598  -1.5498
C  -0.3417  3.4531  -1.4386
N  -1.9850  1.9641  -0.4774
H  2.3098  1.7141  4.6559
H  2.0584  1.1319  3.0008
H  1.2132  2.5697  3.5509
H  1.2931  0.1463  6.1845
H  -0.6215  -1.3303  6.7717
H  -2.5498  -1.4764  5.2164
H  -4.3272  -0.7425  4.2466
H  -6.1604  -0.4386  2.6090
H  -5.6534  0.5487  0.3922
H  -4.8872  0.7117  -1.6158
H  -4.1681  1.9535  -3.6395
H  -2.0460  3.2507  -3.5685
H  0.1560  3.5490  -2.4033
H  -0.5680  4.4585  -1.0768
H  0.3409  2.9914  -0.7262
N  3.7786  -2.1362  1.7706
C  2.5597  -1.9733  1.2421
S  1.2327  -1.7201  2.3288
N  2.4280  -2.0552  -0.0671
N  1.1265  -1.8680  -0.5133
C  0.7494  -2.6290  -1.4732
C  -0.5440  -2.6053  -2.1096
C  -0.6810  -3.3115  -3.3133
C  -1.8902  -3.3899  -3.9652
C  -3.0030  -2.7792  -3.3817
C  -2.8978  -2.0981  -2.1891
C  -1.6637  -1.9733  -1.5254
O  -1.6146  -1.3254  -0.3839
H  3.8969  -1.9514  2.7495
H  4.5929  -2.1587  1.1739
H  1.4512  -3.3846  -1.8302
H  0.1954  -3.7967  -3.7291
H  -1.9806  -3.9272  -4.8987
H  -3.9682  -2.8492  -3.8691
H  -3.7634  -1.6431  -1.7254
Cl  6.0100  2.6102  -3.5605
C  4.7882  2.1388  -2.4213
C  5.0299  2.3181  -1.0521
C  4.0969  1.9305  -0.1312
Cl  4.4315  2.1191  1.5569
C  2.8548  1.3383  -0.5027
O  2.0279  0.9614  0.4013
C  2.6330  1.1995  -1.9022
C  1.3851  0.7450  -2.4498
O  0.3374  0.4912  -1.8502
C  3.6149  1.5881  -2.8402
H  5.9667  2.7467  -0.7231
H  1.3713  0.6505  -3.5476
H  3.4270  1.4358  -3.8952
Cl  4.2150  -1.6751  -4.0215
Ge  3.8532  -2.0762  -1.8157
Cl  4.2297  -4.2283  -1.6653
Cl  5.6115  -1.1969  -0.8289

Values from the calculation:
Multiplicity ... 2
Frontier orbital gap (alpha / beta) ... 7.02 / 6.71 eV
LUMO (alpha / beta) ... -0.3 / -1.2 eV

Record 2
A cluster of 6 separate species, C48H105INO13 in total at a distorted geometry, computed with ωB97M-V with the def2-TZVPD basis set.

Geometry (Å):
C  15.2720  -2.9762  -0.2049
C  14.4062  -1.7391  -0.4109
C  12.9339  -1.9935  -0.0220
C  11.9657  -1.3371  -0.9936
C  10.5113  -1.4199  -0.4959
C  9.5230  -1.1820  -1.6355
C  8.1347  -0.6442  -1.2168
C  7.9829  0.8526  -1.4998
C  8.7916  1.6642  -0.4427
C  8.0747  2.8737  0.1958
C  6.9846  3.5833  -0.6279
C  5.7772  3.8956  0.2593
O  5.2712  5.1603  -0.1646
C  3.9478  5.4066  0.2038
C  3.5575  5.1039  1.6205
O  3.1660  5.8487  -0.6428
N  6.4797  2.7799  -1.7906
C  7.0358  3.1831  -3.1253
C  8.4924  3.6531  -3.1226
C  9.2860  3.0543  -4.2802
I  8.5577  5.8178  -3.2769
C  6.5381  1.3047  -1.5086
C  5.5759  0.5654  -2.4456
C  4.2290  0.2793  -1.7588
C  3.0646  0.2214  -2.7684
C  1.9113  -0.6402  -2.2509
C  0.9698  0.1234  -1.2950
C  -0.4620  0.2719  -1.8309
C  -1.4041  -0.7852  -1.2319
C  -2.8795  -0.4741  -1.5135
C  -3.7417  -0.7739  -0.2993
O  -3.6281  0.3435  0.5757
C  -4.6540  0.4130  1.5474
H  16.3205  -2.7223  -0.3323
H  15.1307  -3.3461  0.8050
H  15.0267  -3.7333  -0.9417
H  14.7953  -0.9041  0.1648
H  14.4359  -1.4308  -1.4540
H  12.7185  -3.0545  0.0508
H  12.7677  -1.5241  0.9466
H  12.1977  -0.2809  -1.1142
H  12.0047  -1.8152  -1.9715
H  10.4017  -0.6886  0.3021
H  10.3220  -2.3977  -0.0605
H  9.3709  -2.1299  -2.1438
H  9.9449  -0.5201  -2.3914
H  8.0071  -0.8075  -0.1478
H  7.3842  -1.2438  -1.7207
H  8.4476  1.0383  -2.4657
H  9.1258  0.9916  0.3341
H  9.6925  2.0287  -0.9302
H  7.6871  2.5618  1.1586
H  8.8310  3.6186  0.4195
H  7.3328  4.5545  -0.9550
H  6.0730  3.9538  1.3021
H  5.0109  3.1188  0.1860
H  3.2610  4.0590  1.6882
H  4.3471  5.2937  2.3380
H  2.6793  5.6877  1.8568
H  5.4820  2.9835  -1.8409
H  6.9238  2.3854  -3.8487
H  6.4102  3.9914  -3.4845
H  9.0221  3.4402  -2.2052
H  8.6807  2.9663  -5.1755
H  9.6681  2.0787  -3.9874
H  10.1431  3.6716  -4.5138
H  6.1438  1.1698  -0.5029
H  5.3320  1.1892  -3.3052
H  6.0294  -0.3305  -2.8458
H  4.2651  -0.6201  -1.1547
H  4.0359  1.1395  -1.1125
H  2.7268  1.2390  -2.9469
H  3.4417  -0.1943  -3.7014
H  1.3441  -0.9977  -3.1065
H  2.3163  -1.5329  -1.7826
H  0.9334  -0.4394  -0.3648
H  1.3972  1.0897  -1.0339
H  -0.8380  1.2695  -1.6237
H  -0.4799  0.1222  -2.9078
H  -1.1085  -1.7366  -1.6733
H  -1.2276  -0.8564  -0.1632
H  -2.9648  0.5835  -1.7431
H  -3.2647  -1.0233  -2.3695
H  -4.7819  -0.9423  -0.5736
H  -3.3253  -1.6418  0.2076
H  -5.1564  1.3756  1.4846
H  -4.2224  0.3419  2.5460
H  -5.3871  -0.3805  1.4362
C  -7.9844  -2.0895  1.8211
O  -7.7757  -0.8844  2.5414
C  -8.6460  0.1599  2.1370
C  -9.8156  0.3307  3.0805
O  -10.6688  -0.7997  3.0708
C  -10.4618  -1.6760  4.1668
H  -7.4578  -2.8839  2.3484
H  -9.0442  -2.3456  1.7638
H  -7.5786  -2.0064  0.8059
H  -9.0020  -0.0234  1.1198
H  -8.0591  1.0850  2.1315
H  -10.4097  1.1881  2.7486
H  -9.4595  0.5388  4.0941
H  -10.8939  -1.2514  5.0791
H  -9.4003  -1.8782  4.3286
H  -10.9675  -2.6137  3.9468
C  0.5976  7.4921  -1.8472
O  0.4222  7.9978  -3.1619
C  0.2728  6.9834  -4.1389
C  -1.1757  6.7592  -4.5134
O  -1.9295  6.2462  -3.4277
C  -2.6980  7.2315  -2.7588
H  0.4547  8.3208  -1.1547
H  -0.1311  6.7109  -1.6156
H  1.6065  7.0967  -1.7222
H  0.7213  6.0466  -3.7916
H  0.8186  7.3105  -5.0300
H  -1.2193  6.0165  -5.3165
H  -1.6185  7.6866  -4.8879
H  -3.5770  7.5010  -3.3535
H  -2.1122  8.1296  -2.5523
H  -3.0317  6.8035  -1.8151
C  -7.6550  0.3336  -1.6671
O  -8.0033  -1.0113  -1.9418
C  -9.3695  -1.1779  -2.2946
C  -9.5558  -1.2994  -3.7902
O  -9.2052  -0.1030  -4.4663
C  -7.9176  -0.1427  -5.0535
H  -6.5674  0.3995  -1.6493
H  -8.0360  1.0204  -2.4258
H  -8.0419  0.6301  -0.6881
H  -9.9702  -0.3512  -1.9037
H  -9.7160  -2.1011  -1.8203
H  -10.6132  -1.4903  -3.9961
H  -8.9787  -2.1444  -4.1777
H  -7.9288  -0.7540  -5.9623
H  -7.1692  -0.5374  -4.3623
H  -7.6466  0.8772  -5.3211
C  -10.2181  -7.6665  6.4557
O  -10.0811  -6.9056  7.6423
C  -9.4857  -5.6362  7.4343
C  -10.5149  -4.5288  7.3871
O  -11.3748  -4.6503  6.2653
C  -12.6329  -5.2216  6.5831
H  -10.8916  -8.4940  6.6710
H  -10.6364  -7.0726  5.6400
H  -9.2487  -8.0729  6.1472
H  -8.8879  -5.6368  6.5175
H  -8.8121  -5.4527  8.2772
H  -9.9928  -3.5709  7.2926
H  -11.0933  -4.5068  8.3152
H  -13.2670  -4.4907  7.0959
H  -12.5264  -6.1099  7.2089
H  -13.1116  -5.5050  5.6474
C  -1.0855  -6.2447  2.0957
O  -0.9644  -5.4759  3.2795
C  -0.3903  -4.1985  3.0690
C  -1.4372  -3.1080  3.0133
O  -2.2886  -3.2481  1.8880
C  -3.5397  -3.8392  2.2037
H  -1.7455  -7.0822  2.3131
H  -1.5114  -5.6615  1.2762
H  -0.1085  -6.6363  1.7921
H  0.2111  -4.1929  2.1540
H  0.2770  -4.0006  3.9142
H  -0.9307  -2.1415  2.9167
H  -2.0202  -3.0907  3.9385
H  -4.1879  -3.1153  2.7095
H  -3.4209  -4.7222  2.8344
H  -4.0098  -4.1353  1.2670

Values from the calculation:
Frontier orbital gap ... 7.71 eV
Net charge ... +1
LUMO ... -2.4 eV

Record 3
A structure of composition B3F12Sn at a distorted geometry, computed with ωB97M-V with the def2-TZVPD basis set.

Geometry (Å):
Sn  0.4241  0.0322  2.0674
B  2.0286  1.1323  -0.5988
F  0.9504  0.2287  -0.6345
F  1.6196  2.4421  -0.8128
F  2.5120  0.9989  0.7272
F  3.0568  0.7988  -1.4747
B  -1.8691  1.6866  -0.3209
F  -3.1014  1.7680  0.3540
F  -0.8508  1.9115  0.6958
F  -1.6706  0.4083  -0.8208
F  -1.7604  2.6468  -1.3097
B  -0.2613  -2.8282  0.3775
F  0.9087  -2.7992  1.2005
F  -1.2704  -2.1420  1.1634
F  -0.0915  -2.1358  -0.7874
F  -0.6249  -4.1490  0.1739

Values from the calculation:
Frontier orbital gap ... 8.49 eV
Net charge ... -1
LUMO ... -0.2 eV

Record 4
The molecule C4H10N2O at a distorted geometry, computed with ωB97M-V with the def2-TZVPD basis set.

Geometry (Å):
C  0.0982  -0.6094  -1.9582
N  0.0293  0.4068  -0.9383
C  -0.9743  1.3166  -0.9769
O  -1.9095  1.3187  -1.7407
C  0.8475  0.2544  0.3032
C  0.2436  -0.7805  1.2914
N  -0.6444  -0.1619  2.3181
H  -0.7744  -1.2724  -2.0004
H  0.3522  -0.2635  -2.9600
H  0.8861  -1.2933  -1.6196
H  -0.8576  2.1477  -0.2491
H  0.9320  1.2937  0.6222
H  1.7777  -0.1581  -0.0810
H  1.0934  -1.1467  1.8408
H  -0.3164  -1.4397  0.6307
H  -0.5182  0.8432  2.3024
H  -0.2650  -0.4555  3.2154

Values from the calculation:
Frontier orbital gap ... 10.13 eV
LUMO ... 0.8 eV

Record 5
The molecule C5H11NO at a distorted geometry, computed with ωB97M-V with the def2-TZVPD basis set.

Geometry (Å):
C  -1.0201  1.2230  -1.0660
C  0.4288  0.8093  -0.8230
N  0.6930  0.0750  0.4472
C  1.0915  0.8298  1.6280
C  0.2937  -1.3075  0.6317
C  -0.7579  -1.8950  -0.3427
O  0.8560  -2.0346  1.3295
H  -1.0533  2.0446  -1.8579
H  -1.7936  0.3380  -1.4622
H  -1.5639  1.5745  -0.1640
H  1.1963  1.6577  -1.0783
H  0.8570  0.1178  -1.5315
H  0.3668  1.0811  2.3759
H  1.7624  1.7099  1.6163
H  1.6269  0.0669  2.1756
H  -0.8415  -1.2625  -1.2595
H  -0.4072  -2.9081  -0.7405
H  -1.7349  -2.1198  0.1215

Values from the calculation:
Frontier orbital gap ... 9.89 eV
LUMO ... 1.0 eV

Record 6
A structure of composition C30H21Cl2N6O4RhS, computed with ωB97M-V with the def2-TZVPD basis set.

Geometry (Å):
Rh  -1.2545  0.3838  -1.3223
Cl  2.5612  3.4297  -6.4842
C  1.5970  3.1925  -5.0759
C  1.4226  1.9308  -4.5970
C  0.6179  1.7074  -3.4513
N  0.3456  0.5098  -2.9093
C  1.1131  -0.5910  -3.1764
O  2.2012  -0.6215  -3.7239
C  0.4771  -1.8787  -2.7277
C  1.1524  -3.0717  -2.9293
C  0.5277  -4.2532  -2.5739
C  -0.7537  -4.1955  -2.0504
C  -1.3458  -2.9568  -1.8717
N  -0.7410  -1.8136  -2.1897
C  0.0059  2.8385  -2.7916
C  0.2267  4.1397  -3.3178
C  0.9902  4.3092  -4.4297
Cl  1.2170  5.8977  -5.0600
N  -0.7405  2.5436  -1.7191
C  -1.0308  3.4980  -0.7722
O  -0.5498  4.6109  -0.6862
C  -2.0691  3.0595  0.2198
C  -2.4002  3.9125  1.2590
C  -3.4009  3.5334  2.1328
C  -4.0498  2.3293  1.9135
C  -3.6436  1.5361  0.8553
N  -2.6561  1.8771  0.0272
H  1.8988  1.0998  -5.0870
H  2.1406  -3.0367  -3.3641
H  1.0250  -5.2041  -2.7132
H  -1.2924  -5.0915  -1.7758
H  -2.3373  -2.8745  -1.4553
H  -0.2123  4.9942  -2.8342
H  -1.8590  4.8421  1.3531
H  -3.6770  4.1673  2.9648
H  -4.8543  1.9951  2.5535
H  -4.1258  0.5888  0.6689
C  4.7923  -2.9434  3.9651
C  3.7820  -2.0307  3.3252
C  3.5558  -2.0615  1.9509
C  2.6256  -1.2222  1.3619
C  1.9060  -0.3403  2.1553
C  2.1156  -0.2890  3.5243
C  3.0516  -1.1348  4.1003
S  0.7335  0.7449  1.3924
O  1.4376  1.5242  0.4129
O  0.0348  1.4276  2.4572
N  -0.2461  -0.2301  0.5661
C  -1.3153  -0.8457  1.1510
C  -1.4693  -1.2134  2.5030
C  -2.6194  -1.8575  2.8834
C  -3.6158  -2.1392  1.9417
C  -3.3993  -1.7328  0.6476
N  -2.2905  -1.0952  0.2550
H  5.3262  -3.5281  3.2174
H  4.3088  -3.6380  4.6542
H  5.5259  -2.3736  4.5370
H  4.1228  -2.7484  1.3340
H  2.4567  -1.2430  0.2923
H  1.5498  0.4144  4.1205
H  3.2220  -1.0943  5.1700
H  -0.6925  -0.9793  3.2148
H  -2.7543  -2.1485  3.9176
H  -4.5270  -2.6520  2.2132
H  -4.1437  -1.9083  -0.1231

Values from the calculation:
Multiplicity ... 5
Frontier orbital gap (alpha / beta) ... 7.52 / 6.13 eV
LUMO (alpha / beta) ... -0.1 / -2.2 eV